(1)
{
  "formula": "C12H43N15O9",
  "method": "the ωB97M-V functional and the def2-TZVPD basis",
  "gap_ev": [2.595, 9.254],
  "e_lumo_ha": [0.0885, 0.0878],
  "multiplicity": 2,
  "total_charge": -1,
  "s2": 0.7504,
  "elements": ["O", "O", "O", "O", "O", "O", "O", "O", "O", "N", "N", "N", "N", "N", "N", "N", "N", "N", "N", "N", "N", "N", "N", "N", "C", "C", "C", "C", "C", "C", "C", "C", "C", "C", "C", "C", "H", "H", "H", "H", "H", "H", "H", "H", "H", "H", "H", "H", "H", "H", "H", "H", "H", "H", "H", "H", "H", "H", "H", "H", "H", "H", "H", "H", "H", "H", "H", "H", "H", "H", "H", "H", "H", "H", "H", "H", "H", "H", "H"],
  "xyz": [[-3.989635, 2.549972, 0.568765], [0.473835, 1.763692, -1.680295], [2.080855, -2.542708, -0.223405], [0.706055, -5.661848, 2.607585], [3.674635, 2.929102, 2.346655], [3.360025, -2.946258, 3.661635], [-1.049285, -0.653798, -1.066025], [-3.662715, 2.158382, -4.131665], [-5.293125, -2.412648, -3.957905], [-2.117975, 2.454252, -2.551835], [-4.580045, 0.691142, -0.475125], [-6.065145, 1.816672, 0.654955], [-3.971335, -1.139888, -2.713085], [2.893875, -1.031598, 4.816935], [2.598535, 2.291242, -1.807495], [-1.713945, 1.202582, -4.295155], [2.258115, -5.296988, 1.127125], [-5.583485, -0.233758, -3.779175], [1.303435, -2.660748, -2.296915], [3.257295, -3.400908, -1.999995], [2.189175, 0.415762, -1.054395], [0.383465, -4.423618, 0.774915], [1.978125, -1.276468, 2.941435], [1.662615, 1.742582, 3.943455], [4.462045, 3.795722, 1.633625], [1.407035, 2.093002, 2.525305], [-4.950265, -1.316578, -3.529755], [2.799025, -1.851208, 3.784305], [-0.113815, 2.348582, 2.430565], [2.323505, 3.264792, 2.044565], [1.106385, -5.153058, 1.607125], [-4.799615, 1.717862, 0.260975], [-0.940445, -0.954698, 0.278145], [2.204965, -2.906158, -1.408705], [-2.553665, 1.897522, -3.640805], [1.660235, 1.537052, -1.442595], [3.275295, -3.280258, -3.002595], [0.379685, -2.577658, -1.897065], [0.919655, 2.197772, 4.454235], [-5.118095, 0.655052, -3.895475], [4.105645, 4.804392, 1.842585], [2.039865, 4.211772, 2.503775], [-1.309905, -1.959118, 0.484895], [-3.675075, -0.228808, -2.393305], [1.161415, -4.049188, 0.250805], [2.932325, -5.643038, 1.794795], [5.540415, 3.718112, 1.772125], [-0.225365, 3.270812, 3.000785], [1.700985, 1.229952, 1.927955], [-3.634515, 0.336162, -0.482695], [-0.340685, 2.480842, 1.372665], [4.009455, -3.584268, -1.351345], [0.092185, -0.912118, 0.624505], [-0.667545, 1.561472, 2.942355], [3.167685, 0.416232, -0.804185], [3.582235, 2.090662, -1.697085], [-2.056655, 0.916622, -5.201175], [2.348145, -5.517848, 0.145685], [-2.656645, 3.225942, -2.185195], [3.564545, -1.267448, 5.534345], [-6.385575, -0.527648, -4.318045], [-0.833915, 0.885512, -3.914215], [-6.349305, 2.491242, 1.350875], [-5.401505, 0.222442, -0.829545], [2.492935, 2.229342, 4.249625], [-1.166925, 2.352422, -2.227415], [1.524655, -2.970768, -3.232355], [2.053565, 3.241682, 0.988775], [-0.475655, -3.993418, 1.086245], [-6.776385, 1.188722, 0.308655], [2.287845, 3.074272, -2.364665], [4.496605, 3.492762, 0.587135], [1.817785, -1.770988, 2.075495], [-3.426725, -1.948388, -2.448845], [-1.524795, -0.254948, 0.875625], [1.581465, -0.332848, -0.753775], [2.329445, -0.213948, 4.998505], [-0.640095, 0.209112, -1.163755], [1.862825, -0.277588, 3.036535]],
  "forces_ev_per_a": [[1.926, 1.212, 0.908], [-1.857, -0.137, 0.418], [0.531, -0.619, -0.289], [-0.916, -0.965, 3.308], [-1.313, -0.679, 0.458], [-0.337, 0.849, 0.184], [-0.438, -0.390, -1.003], [-1.201, -0.220, 0.092], [-0.312, -0.917, -0.168], [0.340, 1.616, 3.238], [0.895, -3.335, -2.409], [-3.330, 0.339, 0.969], [4.244, -0.508, 2.971], [2.021, 0.799, 4.186], [2.884, 6.291, -2.094], [2.998, -3.460, -2.917], [7.937, -1.898, -1.785], [-3.863, 3.255, -1.719], [-3.661, 0.620, -1.692], [2.784, -1.684, 0.877], [-0.859, -3.727, 2.337], [-1.302, 0.521, -1.454], [-1.980, 0.014, -3.219], [-0.082, 0.384, -0.009], [1.475, 0.468, -1.208], [0.354, 0.015, 1.037], [0.188, -3.261, -0.426], [0.878, -1.791, 0.087], [1.836, 0.489, -0.364], [-1.568, -2.164, 0.492], [-5.444, -0.286, 1.778], [-0.420, 2.631, 1.488], [-0.030, -0.178, 1.365], [0.355, 2.019, 2.191], [-2.810, 2.646, -0.390], [-1.393, -2.185, -0.685], [1.116, -0.340, 0.248], [-0.289, 0.423, -0.890], [-0.182, -0.109, 0.415], [0.003, 0.337, -0.132], [0.353, 0.391, -0.568], [0.013, 0.230, 0.053], [-0.049, -0.021, -0.182], [-0.033, -0.307, -0.252], [-1.743, 2.205, -0.728], [0.132, -0.269, -0.518], [-0.005, -0.123, 1.342], [-0.621, 0.241, -0.219], [-0.031, 0.032, -0.312], [-0.305, -0.137, -0.491], [-0.686, -0.007, 0.182], [0.650, 0.194, -0.896], [0.136, -0.080, 0.127], [-0.018, -0.090, -0.406], [0.053, -0.570, 0.033], [0.144, -0.059, -0.210], [0.446, -0.364, 0.250], [0.419, 0.145, 0.293], [-0.049, -0.428, 0.123], [-0.203, -0.051, -0.149], [-0.099, 1.114, -0.441], [-0.050, 0.071, -0.216], [0.302, -0.013, -0.466], [0.863, -0.695, -0.135], [0.506, -0.173, 0.005], [0.122, 0.010, -0.028], [-1.167, 0.144, 0.018], [0.792, 0.679, -0.492], [0.478, 0.084, -0.320], [0.181, 0.142, 0.322], [0.598, 0.257, 0.091], [-0.907, 0.572, -0.603], [0.019, 0.363, -0.212], [0.109, 0.355, -0.130], [-0.116, 0.081, 0.304], [0.486, -0.225, 0.147], [-0.009, -0.212, -0.606], [0.344, 0.737, -0.607], [-0.236, -0.296, -0.294]]
}

(2)
{
  "formula": "C12H43NO10",
  "method": "the ωB97M-V functional and the def2-TZVPD basis",
  "gap_ev": 8.078,
  "e_lumo_ha": 0.0035,
  "relative_energy_kcal_mol": 102.80,
  "elements": ["O", "O", "O", "O", "O", "O", "O", "O", "O", "O", "N", "C", "C", "C", "C", "C", "C", "C", "C", "C", "C", "C", "C", "H", "H", "H", "H", "H", "H", "H", "H", "H", "H", "H", "H", "H", "H", "H", "H", "H", "H", "H", "H", "H", "H", "H", "H", "H", "H", "H", "H", "H", "H", "H", "H", "H", "H", "H", "H", "H", "H", "H", "H", "H", "H", "H"],
  "xyz": [[11.256660, -33.237240, -22.509630], [2.872850, -19.903660, -15.721300], [6.878870, -26.529130, -13.876550], [5.865800, -24.380790, -19.890980], [4.131920, -28.823580, -20.924740], [8.002510, -20.370290, -15.582230], [8.791050, -19.038400, -20.869220], [9.036820, -25.246020, -25.682910], [5.474550, -21.607710, -24.313870], [3.009880, -27.240940, -25.764380], [11.980220, -33.703290, -21.503970], [12.664230, -34.826270, -18.963770], [10.700160, -32.500580, -19.794960], [2.584360, -20.083150, -17.142710], [12.794340, -31.475470, -20.656010], [12.066180, -32.815080, -20.291560], [12.418620, -35.800100, -22.617730], [9.530420, -18.588350, -21.990580], [11.926940, -35.150740, -21.342090], [10.481890, -35.724360, -21.154940], [9.097010, -26.097850, -24.553040], [12.897870, -35.633320, -20.201560], [12.968980, -33.379840, -19.165000], [12.612230, -31.271230, -21.711100], [9.776240, -25.795500, -23.755970], [12.602300, -36.872140, -22.546440], [13.942450, -35.692730, -20.507230], [8.453400, -20.081510, -16.375670], [2.290060, -19.097100, -17.502140], [11.592770, -35.657040, -23.314590], [3.328010, -26.996080, -24.895430], [11.829230, -33.430660, -23.255520], [12.738420, -32.769800, -18.291630], [3.182660, -28.878030, -20.814410], [9.711450, -35.143810, -21.662370], [3.822390, -20.036960, -15.674450], [10.128210, -35.937770, -20.146250], [10.117570, -31.901450, -20.494770], [10.174580, -17.795270, -21.610870], [8.327280, -24.619530, -25.522700], [10.349390, -36.698840, -21.624970], [8.447650, -21.180730, -15.334730], [1.797370, -20.831210, -17.238390], [5.982760, -24.130020, -18.974640], [10.157790, -33.433570, -19.641760], [8.093080, -26.115490, -24.128870], [10.717570, -31.918600, -18.873500], [5.389920, -21.854010, -23.392780], [4.467050, -29.622410, -20.517570], [13.267030, -35.171830, -18.123930], [9.275800, -27.160740, -24.715510], [13.266280, -35.243760, -23.017800], [9.918120, -19.415060, -22.585840], [14.050530, -33.286930, -19.263640], [7.475990, -26.950630, -13.258470], [6.166870, -27.158790, -13.989740], [12.532070, -36.650140, -20.058810], [3.411510, -28.092730, -25.935750], [7.853470, -19.118190, -21.059450], [3.462040, -20.373480, -17.720190], [11.633770, -35.043240, -18.682380], [8.707960, -18.093350, -22.506970], [12.507810, -30.632680, -20.026960], [4.619850, -21.243630, -24.544450], [13.872510, -31.601860, -20.557650], [6.037820, -25.322290, -19.905970]],
  "forces_ev_per_a": [[-1.968, 1.010, -2.156], [0.310, -0.490, -1.203], [0.030, 0.198, -0.123], [-0.059, 0.179, -0.191], [0.140, 0.191, -0.101], [-0.223, 0.086, 0.097], [0.219, -1.026, 1.632], [0.654, -0.422, -0.130], [0.214, 0.007, -0.124], [-0.165, 0.115, -0.137], [3.825, -1.129, 4.227], [0.110, -0.857, 1.285], [-1.216, -0.015, 0.486], [0.003, 0.667, 1.035], [-0.036, -0.723, -0.872], [1.760, 1.321, -1.038], [-0.531, 0.716, -0.976], [-2.402, 0.833, 0.203], [0.016, -0.906, 0.715], [-0.422, -0.408, 0.163], [-1.335, -0.151, 0.919], [-1.353, 0.039, -0.805], [-1.197, -0.334, -0.282], [-0.207, 0.427, 0.082], [0.247, 0.406, -0.212], [0.126, 0.149, 0.194], [-0.018, 0.306, -0.234], [0.109, 0.128, -0.232], [-0.382, -0.198, -0.299], [0.114, -0.286, -0.519], [0.077, 0.095, 0.232], [-0.198, 0.467, -0.559], [-0.130, -0.116, 0.193], [-0.260, 0.032, 0.010], [0.222, 0.507, 0.092], [0.052, 0.075, 0.496], [0.263, 0.548, 0.348], [0.132, -0.099, -0.290], [0.637, -0.498, -0.450], [0.084, 0.016, -0.061], [0.524, -0.212, -0.192], [0.089, -0.214, 0.109], [0.003, 0.172, -0.175], [0.029, 0.101, 0.233], [-0.215, 0.065, 0.251], [-0.077, 0.001, 0.461], [0.073, -0.131, 0.163], [0.016, -0.122, 0.267], [0.132, -0.206, 0.083], [0.092, -0.358, 0.046], [0.412, 0.166, -0.975], [0.349, -0.285, 0.073], [0.517, 0.295, 0.151], [-0.036, 0.202, -0.803], [0.181, -0.067, 0.163], [-0.210, -0.127, -0.046], [0.374, -0.245, 0.265], [0.094, -0.213, -0.080], [0.247, -0.005, -0.241], [0.040, -0.226, 0.153], [-0.209, 0.456, 0.230], [0.779, 0.391, -1.285], [-0.246, -0.095, -0.059], [-0.210, 0.084, -0.118], [0.002, -0.010, -0.027], [0.011, -0.275, -0.062]]
}

(3)
{
  "formula": "C12H44B2HgO16P4",
  "method": "the ωB97M-V functional and the def2-TZVPD basis",
  "gap_ev": 8.314,
  "e_lumo_ha": 0.0126,
  "relative_energy_kcal_mol": 83.23,
  "elements": ["Hg", "P", "P", "P", "P", "O", "O", "O", "O", "O", "O", "O", "O", "O", "O", "O", "O", "O", "O", "O", "O", "C", "C", "C", "C", "C", "C", "C", "C", "C", "C", "C", "C", "B", "B", "H", "H", "H", "H", "H", "H", "H", "H", "H", "H", "H", "H", "H", "H", "H", "H", "H", "H", "H", "H", "H", "H", "H", "H", "H", "H", "H", "H", "H", "H", "H", "H", "H", "H", "H", "H", "H", "H", "H", "H", "H", "H", "H", "H"],
  "xyz": [[0.090214, -0.433932, 1.455526], [-2.806556, 0.242308, -0.988044], [-0.288876, -3.738442, -0.531894], [1.303954, 1.020248, -1.747584], [1.177754, 3.175738, 2.324726], [0.990304, 0.360038, -0.465264], [-1.737496, 0.104948, 0.086136], [-3.301086, 1.830748, -1.268424], [0.100164, 1.624718, -2.577194], [2.532784, 3.403358, 1.583176], [1.518574, 3.349388, 3.887696], [0.338744, 4.539638, 1.984276], [-4.194606, -0.426062, -0.413444], [-0.173956, -2.392112, 0.084526], [2.069804, 0.136398, -2.906754], [-2.399316, -0.459022, -2.453924], [0.507824, 1.908118, 1.924216], [-1.525216, -4.624712, -0.033684], [2.205794, 2.312888, -1.613364], [0.989844, -4.678252, -0.276024], [-0.300616, -3.708862, -2.129684], [-4.450466, -1.781302, -0.020604], [1.807604, -1.202252, -3.086234], [3.370404, 4.532428, 1.749386], [3.544404, 2.176488, -1.136604], [-1.879576, -4.675702, 1.357056], [-0.701516, -4.764162, -2.897154], [0.202854, 2.354038, -3.824614], [-1.051516, 4.491478, 2.324326], [-2.545426, 3.041508, -0.953134], [2.185884, 2.249748, 4.532876], [-3.222506, -0.408762, -3.570944], [2.289034, -4.141892, -0.412134], [2.193264, -1.056942, 2.339736], [-1.305526, -0.631212, 3.204366], [-1.681366, 2.776738, -0.343704], [-4.241876, -0.626422, -3.252194], [2.764264, 2.519908, 5.416386], [-1.776536, -5.697882, 1.721256], [1.326014, 1.662808, 4.855716], [-1.694066, -4.703582, -3.343574], [1.175084, 2.841508, -3.897004], [-1.623506, 3.846288, 1.657506], [0.179934, 1.654148, -4.659914], [-2.959246, -4.526892, 1.373936], [2.939234, -4.283072, 0.451236], [2.966834, -1.545022, 2.912116], [2.573594, -0.479812, 1.511176], [1.890064, -1.696862, -4.054044], [-5.283266, -2.222732, -0.568034], [2.247144, -3.052812, -0.427804], [2.889734, -4.669442, -1.153044], [0.776294, -1.397482, -2.792324], [-0.294006, -0.810322, 3.534486], [-1.510856, -1.328002, 2.406516], [-2.086916, 3.550658, -1.800864], [-3.625416, -2.478322, -0.167444], [1.515634, -1.808122, 1.964526], [-0.047086, -5.066562, -3.714704], [4.314134, 2.112528, -1.905714], [-3.174126, 0.531888, -4.119524], [-1.252246, 4.009998, 3.281396], [3.287574, 5.302778, 0.982696], [-0.615166, 3.015198, -4.110644], [-3.005286, -1.207412, -4.280204], [2.268564, -1.803472, -2.302564], [-3.174036, 3.716178, -0.371954], [4.367234, 4.095988, 1.686496], [3.635044, 1.248808, -0.571544], [-1.562156, 5.454248, 2.303236], [-0.536636, -5.731762, -2.423174], [1.623584, -0.364162, 2.939546], [3.243414, 4.954548, 2.746276], [-1.474976, 0.272888, 2.640336], [3.817244, 2.926148, -0.393864], [-1.532806, -3.855932, 1.986206], [-4.832006, -1.808732, 1.000066], [-2.082246, -0.710522, 3.949126], [2.730274, 1.651458, 3.802266]],
  "forces_ev_per_a": [[0.444, -0.020, -0.056], [0.770, 0.482, 2.205], [1.033, 0.338, 1.127], [0.434, -0.171, -1.012], [-1.467, -0.140, 0.330], [0.554, 0.549, -2.510], [-2.570, 0.677, -3.614], [0.502, -2.255, -0.320], [-1.164, 0.528, 0.160], [-0.353, -0.046, -0.788], [0.081, 1.010, -1.191], [0.450, -1.074, 0.578], [0.968, 1.100, -1.660], [-0.419, -1.935, -1.519], [0.533, 2.493, 0.747], [0.479, 1.060, 3.175], [0.880, 2.341, 0.546], [1.331, 0.699, -1.001], [0.445, 0.004, -0.401], [-1.029, -0.365, 0.470], [-0.406, 1.682, 1.006], [-0.284, -0.591, -0.037], [-2.073, -2.542, 1.898], [0.995, -0.210, 0.636], [0.834, -1.007, 1.075], [-1.757, -0.051, 0.210], [0.037, -3.243, -1.423], [1.062, -1.040, -0.782], [-1.174, -0.838, 0.128], [0.850, -0.994, 0.812], [-1.401, -1.207, -0.069], [-1.616, -0.256, -0.763], [1.317, 0.599, 0.797], [0.686, 0.600, -0.113], [-0.087, -0.138, 0.845], [-0.080, -0.188, 0.272], [-0.323, 0.361, -0.188], [0.046, 0.577, -0.445], [0.777, 0.261, 0.125], [0.445, -0.602, 0.293], [-0.138, 0.303, 0.513], [-0.218, 0.319, 0.230], [0.363, -0.025, -0.464], [0.176, -0.501, 0.165], [-0.182, 0.047, -0.148], [-0.715, -0.428, 0.761], [2.711, -1.810, 2.120], [2.070, 2.052, -3.266], [0.727, 0.993, -0.301], [-0.044, 0.495, -0.644], [0.107, 0.030, -0.779], [-0.616, 0.411, -0.809], [-0.546, 0.034, -0.319], [3.168, -0.424, 2.246], [-1.536, -3.963, -2.710], [-0.665, -0.307, -0.504], [0.368, 0.402, 0.240], [-2.333, -3.704, -1.493], [0.579, 1.470, -0.551], [-0.465, 0.326, -0.450], [0.025, 0.168, 0.259], [0.437, 0.298, 0.362], [-0.526, -0.220, -0.074], [-0.176, 0.198, 1.294], [0.607, -0.086, 0.239], [0.841, -0.044, -0.305], [-0.207, -0.204, -0.272], [0.192, 0.354, 0.066], [-0.097, -0.208, 0.075], [0.776, 0.271, 0.003], [-0.895, -0.050, 1.008], [-1.393, 2.616, 2.928], [-0.035, 0.150, -0.079], [-0.725, 4.434, -1.307], [-0.491, 0.347, -0.473], [0.838, -0.233, -0.199], [0.664, 0.353, 0.199], [-2.681, -0.336, 2.682], [0.291, 0.029, 0.216]]
}

Sequential DFT total energy output: -1981.6196; -1289.9720; -3256.0080 Eh